*1*
The following is a DFT calculation (wB97M-V/def2-TZVPD) of an isolated molecule of C3H3OP.

Summary:
- Total charge: 0
- Highest occupied orbital energy: -8.2 eV
- Kohn-Sham gap: 8.94 eV
- SMILES: OP=c1cc1

```
8
Properties=species:S:1:pos:R:3:nbo_charge:R:1
O 1.94 1.36 0.06 -0.966
P 1.78 -0.63 -0.19 0.684
C 0.10 -0.53 -0.16 -0.406
C -1.18 -1.09 -0.28 -0.154
C -1.19 0.19 -0.11 -0.096
H 2.14 1.50 0.94 0.450
H -1.75 -1.93 -0.37 0.224
H -1.84 1.13 0.11 0.265
```


*2*
The following is a DFT calculation (wB97M-V/def2-TZVPD) of an isolated molecule of C3H3OP.

Summary:
- Total charge: 0
- Highest occupied orbital energy (spin up / spin down): -8.9 / -9.3 eV
- Kohn-Sham gap (spin up / spin down): 7.76 / 7.05 eV

```
8
Properties=species:S:1:pos:R:3:nbo_charge:R:1
C -0.43 0.56 0.10 -0.490
C 0.63 -0.44 -0.03 -0.421
C 1.94 -0.38 0.21 0.051
O -2.61 -0.85 -0.59 -0.972
P -2.25 0.52 -0.19 1.237
H -0.15 1.55 0.42 0.189
H 0.27 -1.43 -0.27 0.240
H 2.59 0.47 0.36 0.167
```


*3*
The following is a DFT calculation (wB97M-V/def2-TZVPD) of an isolated molecule of C3H3OP.

Summary:
- Total charge: 0
- Highest occupied orbital energy: -7.9 eV
- Kohn-Sham gap: 8.70 eV
- SMILES: OP=c1cc1

```
8
Properties=species:S:1:pos:R:3:nbo_charge:R:1
O -0.99 2.70 -0.38 -0.976
P -1.98 1.20 -0.79 0.802
C -0.88 0.01 -0.47 -0.516
C -0.47 -1.37 -0.37 -0.114
C 0.46 -0.47 -0.12 -0.143
H -0.18 2.45 0.05 0.466
H -0.77 -2.39 -0.42 0.240
H 1.46 -0.22 0.13 0.241
```


*4*
The following is a DFT calculation (wB97M-V/def2-TZVPD) of a cluster of 2 separate species, C3H3OP in total.

Summary:
- Total charge: 0
- Highest occupied orbital energy: -8.5 eV
- Kohn-Sham gap: 7.99 eV

```
8
Properties=species:S:1:pos:R:3:nbo_charge:R:1
C 0.73 -0.25 -0.71 -0.250
C -0.24 -0.11 0.01 -0.529
C 2.32 0.21 -2.25 0.618
O 3.33 0.61 -1.87 -0.383
P -1.69 -0.39 1.00 0.351
H 1.58 0.13 -3.06 0.237
H -2.29 -0.61 -0.23 -0.003
H -2.13 0.79 1.30 -0.040
```


Of the structures shown above, *3* is the most stable.